C6H14N2 | ωB97M-V/def2-TZVPD

The energy above the lowest of the compared OMol25 structures with the same formula, charge and spin comes out at 1.684 eV. The calculation puts the gap between HOMO and LUMO at 9.8 eV. As for the SMILES: [H]/N=C/NC.C=CCC. As for the HOMO energy: -0.32303 Eh. Its charge is 0. As for the total energy: -346.46528 a.u. As for the LUMO energy: 0.9938 eV.

The geometry in XYZ format:
```
22
Properties=species:S:1:pos:R:3:forces:R:3:nbo_charge:R:1
H 2.1048 4.5855 0.0010 -0.621 0.277 0.610 0.335
N 1.1088 4.3618 0.1660 1.348 -1.350 -0.314 -0.735
C 1.0520 3.1075 0.4883 -0.656 0.934 -0.318 0.278
N -0.1484 2.4652 0.3411 -0.954 -0.112 0.534 -0.612
C -0.4800 1.2816 1.1688 1.342 0.017 -1.446 -0.411
H 1.8812 2.4748 0.8777 -0.408 0.343 -0.471 0.151
H -0.8987 3.1322 0.0707 0.768 -0.868 0.375 0.398
H -1.2798 0.6690 0.7582 0.117 0.134 -0.475 0.205
H 0.4575 0.6772 1.1690 -0.865 0.202 0.271 0.209
H -0.7837 1.5248 2.1523 -0.090 0.427 1.247 0.183
C 1.5607 -1.1394 -0.8300 -0.145 -0.634 -0.129 -0.420
C 0.3237 -1.4877 -1.1782 0.368 -0.387 0.150 -0.156
C -0.4463 -2.6850 -0.7444 0.505 -0.994 -0.250 -0.446
C -1.7451 -2.3741 -0.0027 -0.674 -1.751 -0.027 -0.601
H 1.9639 -0.2143 -1.2377 0.235 -0.288 0.183 0.206
H 2.1939 -1.8320 -0.2384 -0.441 0.791 -0.166 0.196
H -0.2026 -0.9231 -1.9016 -0.450 1.113 -0.532 0.187
H -0.6522 -3.3517 -1.6193 0.023 0.628 0.463 0.211
H 0.2391 -3.2685 -0.1204 -0.312 -0.130 0.230 0.200
H -2.4580 -1.7576 -0.5642 0.200 -0.265 -0.034 0.207
H -2.2381 -3.3509 0.3180 0.377 1.178 -0.708 0.212
H -1.5529 -1.8955 0.9256 0.334 0.733 0.807 0.203
```
Forces are in eV/Å.